Formula: C3H5N3
Source: the OMol25 dataset
Level of theory: the ωB97M-V functional and the def2-TZVPD basis

```
11
Properties=species:S:1:pos:R:3:lowdin_charge:R:1
C -0.24156 -0.39819 -1.62731 -0.060
C -0.14289 0.00894 -0.21738 -0.387
C 0.77820 -0.16124 0.74417 -0.127
N 0.31704 0.57739 1.72592 -0.068
N -0.89699 1.20739 1.48824 0.005
N -1.08815 0.94897 0.21726 0.022
H 0.78425 -0.51228 -2.11086 0.102
H -0.65505 -1.34097 -1.76000 0.036
H -1.00148 0.40942 -1.92324 0.105
H 1.54788 -0.97795 0.66987 0.148
H 0.59876 0.23853 2.79333 0.225
```

Its SMILES is Cc1c[nH]nn1. Its charge is 0. The calculation puts the LUMO energy at 0.74 eV. The calculation puts the HOMO-LUMO gap at 10.1 eV. The calculation puts the energy at -7660.022 eV. For the relative energy (zero: lowest compared OMol25 entry of this formula, charge and spin), the calculation gives 56.1 kcal/mol.


Formula: C3H5N3
Source: the OMol25 dataset
Level of theory: the ωB97M-V functional and the def2-TZVPD basis

```
11
Properties=species:S:1:pos:R:3:lowdin_charge:R:1
N 0.07344 0.50110 1.82290 0.063
C 0.09261 0.08332 0.47455 -0.325
C 0.89986 -0.89665 -0.17280 -0.126
N 0.61209 -0.99583 -1.46354 0.007
N -0.32922 -0.08790 -1.67556 -0.061
C -0.65971 0.61015 -0.55540 -0.072
H 0.25990 -0.24643 2.47940 0.080
H -0.81175 0.92879 2.07368 0.080
H 1.79890 -1.40758 0.13065 0.098
H -0.62169 0.07352 -2.62256 0.144
H -1.33961 1.44809 -0.58989 0.112
```

Its SMILES is Nc1cn[nH]c1. Its charge is 0. The calculation puts the LUMO energy at 1.07 eV. The calculation puts the HOMO-LUMO gap at 9.2 eV. The calculation puts the energy at -7661.630 eV. For the relative energy (zero: lowest compared OMol25 entry of this formula, charge and spin), the calculation gives 19.0 kcal/mol.


Quick rundown of strongest force on any atom, same order as above: 7.6; 0.7 eV/Å